The following is a DFT calculation (the ωB97M-V functional and the def2-TZVPD basis) of a molecular structure, C29H22BN4O3Ru.

Calculated values
HOMO level (alpha / beta) = -6.220 / -6.036 eV
Kohn-Sham gap (alpha / beta) = 5.515 / 5.346 eV
Multiplicity = 2
Energy above the lowest of the compared OMol25 structures with the same formula, charge and spin = 32.5 kJ/mol
E = -45793.0313 eV

Geometry as XYZ:
```
60
Properties=species:S:1:pos:R:3:mulliken_charge:R:1
Ru -0.3701 0.4242 -0.2313 -0.334
O 1.9105 -2.0819 2.3225 -0.781
C 1.0623 -1.5582 1.6011 -0.025
N 1.2815 -0.5559 0.7435 0.147
C 2.6130 -0.0556 0.5909 -0.742
C 2.6545 0.9671 -0.5071 0.346
C 3.7659 1.7770 -0.6793 -0.680
C 3.7848 2.7111 -1.7057 -0.450
C 2.6969 2.7500 -2.5697 -0.629
C 1.6490 1.8770 -2.3627 -0.512
N 1.5900 1.0284 -1.3263 -0.069
C -0.3672 -2.0043 1.5862 0.180
C -0.8555 -2.8727 2.5539 -0.462
C -2.1703 -3.2985 2.4755 -0.447
C -2.9446 -2.8633 1.3997 -0.551
C -2.3789 -2.0159 0.4690 -0.523
N -1.1265 -1.5665 0.5555 0.076
H 3.2997 -0.8865 0.3596 0.412
H 2.9746 0.3951 1.5272 0.354
H 4.6045 1.6641 -0.0116 0.459
H 4.6273 3.3734 -1.8323 0.428
H 2.6750 3.4341 -3.4031 0.440
H 0.8160 1.8418 -3.0485 0.720
H -0.1918 -3.1967 3.3428 0.471
H -2.5831 -3.9668 3.2124 0.437
H -3.9634 -3.1922 1.2719 0.449
H -2.9364 -1.7080 -0.4055 0.786
C -0.2454 2.4243 3.8695 -1.006
C -0.4621 3.7619 3.5037 -0.505
C -0.8027 4.0576 2.2074 -1.216
C -0.9221 3.0270 1.2555 0.461
N -0.7498 1.7286 1.6518 1.038
C -0.4227 1.4551 2.9072 -0.427
C -1.1425 3.2260 -0.1530 1.839
C -0.7098 4.3931 -0.8006 -0.992
C -0.7073 4.5038 -2.1698 -0.660
C -1.1239 3.4209 -2.9613 -0.568
C -1.6361 2.2934 -2.3697 -1.136
C -1.7353 2.1527 -0.9544 -0.202
H 0.0294 2.1548 4.8758 0.462
H -0.3706 4.5434 4.2427 0.421
H -1.0051 5.0760 1.9141 0.487
H -0.3143 0.4036 3.1487 0.376
H -0.3088 5.2052 -0.2115 0.341
H -0.3695 5.4135 -2.6412 0.432
H -1.0585 3.4900 -4.0379 0.425
H -2.0478 1.5076 -2.9919 0.444
O -3.6915 0.4880 -1.3066 -0.658
B -2.9143 1.2784 -0.4406 1.955
O -3.5323 1.3460 0.8127 -0.773
C -4.6783 0.6292 0.7064 0.799
C -5.6657 0.4074 1.6447 -0.946
C -6.7445 -0.3748 1.2507 -0.569
C -6.8346 -0.9044 -0.0281 -0.546
C -5.8480 -0.6775 -0.9798 -0.997
C -4.7754 0.1012 -0.5905 0.397
H -5.6083 0.8380 2.6308 0.515
H -7.5371 -0.5711 1.9565 0.401
H -7.6953 -1.5006 -0.2916 0.402
H -5.9214 -1.0770 -1.9792 0.505
```

The following is a DFT calculation (the ωB97M-V functional and the def2-TZVPD basis) of a molecular structure, C29H22BrCoF3N4O2S.

Calculated values
HOMO level = -10.738 eV
Kohn-Sham gap = 6.742 eV
Net charge = +1
E = -167134.6761 eV

Geometry as XYZ:
```
63
Properties=species:S:1:pos:R:3:mulliken_charge:R:1
Co -0.2149 0.6591 1.0478 -0.979
O -2.1405 2.6087 3.8570 -0.728
C -1.7691 3.6622 3.0775 0.468
C -1.3808 4.8277 3.7223 -0.549
C -0.9799 5.9318 2.9903 -0.480
C -0.9597 5.8819 1.6031 -0.961
C -1.3559 4.7173 0.9656 -0.501
C -1.7624 3.5940 1.6793 1.055
C -2.2717 2.3350 0.9870 -0.128
O -1.8516 1.1695 1.6448 -0.621
N -1.8493 2.1944 -0.4013 -0.442
N -0.5842 1.7137 -0.4923 0.816
C 0.1254 1.8221 -1.5447 -0.102
C 1.4091 1.1637 -1.6989 0.405
Br 2.0140 0.2211 -0.1557 -0.006
C 2.1363 1.2504 -2.8096 -0.847
C 3.4328 0.6479 -3.1467 0.461
C 4.3414 1.4162 -3.8748 -0.436
C 5.5813 0.9028 -4.2154 -0.596
C 5.9136 -0.3972 -3.8591 -0.406
C 5.0005 -1.1814 -3.1677 -0.685
C 3.7662 -0.6628 -2.8092 -0.312
H -2.1776 1.8250 3.2750 0.414
H -1.4013 4.8454 4.8043 0.466
H -0.6808 6.8351 3.5055 0.405
H -0.6495 6.7414 1.0254 0.423
H -1.3489 4.6936 -0.1183 0.266
H -3.3664 2.3446 0.9656 0.237
H -2.1098 2.8993 -1.0779 0.302
H -0.2447 2.3933 -2.3927 0.389
H 1.7081 1.8976 -3.5721 0.404
H 4.0758 2.4255 -4.1659 0.395
H 6.2834 1.5121 -4.7680 0.389
H 6.8771 -0.8043 -4.1349 0.389
H 5.2460 -2.2044 -2.9159 0.391
H 3.0479 -1.2939 -2.3027 0.608
F -4.5560 -6.7057 -2.8562 -0.277
C -3.2206 -6.6530 -2.7653 0.819
F -2.8219 -7.7346 -2.0701 -0.248
F -2.7252 -6.7879 -4.0085 -0.250
C -2.7399 -5.3822 -2.1189 0.293
C -1.3716 -5.1562 -2.0415 -0.891
C -0.8981 -4.0037 -1.4441 -0.532
C -1.7886 -3.0655 -0.9184 0.126
C -3.1579 -3.3030 -1.0028 -0.540
C -3.6333 -4.4598 -1.6017 -0.596
C -1.2982 -1.8598 -0.2951 0.737
C -0.8854 -0.8484 0.2174 -0.429
H -0.6813 -5.8818 -2.4517 0.390
H 0.1661 -3.8181 -1.3825 0.454
H -3.8480 -2.5744 -0.5993 0.481
H -4.6967 -4.6410 -1.6678 0.470
S 1.0822 2.1441 2.6457 -0.440
C 0.7867 0.7168 3.4289 0.210
N 1.1345 0.3946 4.7109 0.058
C 0.8760 -0.8156 5.2499 -0.096
C 0.2475 -1.7749 4.5162 -0.989
C -0.1296 -1.4305 3.2087 0.380
N 0.1212 -0.2396 2.7218 0.425
H 1.6027 1.1095 5.2533 0.293
H 1.1948 -0.9598 6.2727 0.420
H 0.0328 -2.7473 4.9278 0.443
H -0.6519 -2.1104 2.5438 0.387
```

The following is a DFT calculation (the ωB97M-V functional and the def2-TZVPD basis) of a molecular structure, C29H22BrN3O6ReS.

Calculated values
HOMO level (alpha / beta) = -7.697 / -7.549 eV
Kohn-Sham gap (alpha / beta) = 5.764 / 5.943 eV
Multiplicity = 2
Energy above the lowest of the compared OMol25 structures with the same formula, charge and spin = 0.0 kJ/mol
E = -130194.6511 eV

Geometry as XYZ:
```
63
Properties=species:S:1:pos:R:3:mulliken_charge:R:1
Re 0.6209 -0.3053 0.8031 1.316
O 2.0069 0.5408 -0.4401 -0.830
C 3.1767 0.9632 -0.1576 0.594
C 3.9590 1.5250 -1.2023 -0.377
C 5.1785 2.0906 -0.9710 -0.360
C 5.6987 2.1344 0.3302 -0.702
C 5.0186 1.5350 1.3537 -0.948
C 3.7769 0.8927 1.1518 0.429
C 3.2157 0.1607 2.2266 -0.099
N 2.0739 -0.4648 2.2196 0.358
C 1.7221 -1.2824 3.3808 -0.699
C 0.3959 -2.0220 3.0939 -0.882
N -0.4288 -1.0621 2.3929 0.105
C -1.5016 -0.5881 2.9402 -0.228
C -2.1320 0.6330 2.5690 0.418
C -3.4462 0.9024 2.9801 -0.657
C -4.0268 2.1262 2.7633 -0.797
C -3.2798 3.1525 2.1783 -0.440
C -1.9780 2.9463 1.8140 -0.498
C -1.3594 1.6765 1.9478 0.725
O -0.1392 1.5435 1.5924 -0.894
H 3.5292 1.5161 -2.1909 0.444
H 5.7542 2.4912 -1.7912 0.405
H 6.6323 2.6379 0.5178 0.404
H 5.4309 1.5439 2.3519 0.365
H 3.8317 0.1005 3.1260 0.353
H 1.5926 -0.6364 4.2587 0.393
H 2.5188 -2.0020 3.5952 0.500
H -0.0609 -2.3734 4.0253 0.562
H 0.5875 -2.8733 2.4311 0.230
H -1.9214 -1.1102 3.8032 0.468
H -4.0097 0.1105 3.4515 0.428
H -5.0490 2.3061 3.0532 0.406
H -3.7309 4.1220 2.0219 0.418
H -1.3877 3.7393 1.3832 0.461
Br 1.6630 3.9456 -0.8757 -0.123
C 0.0223 3.2650 -1.5390 -0.039
C -0.6836 4.0053 -2.4775 -0.623
C -1.9162 3.5120 -2.8748 -0.430
C -2.3825 2.3289 -2.3209 -0.867
C -1.5671 1.6647 -1.4125 0.597
N -0.3829 2.1235 -1.0441 0.287
C -2.0130 0.3367 -0.8097 0.112
O -3.1926 0.0429 -0.8315 -0.703
O -1.0723 -0.3853 -0.3502 -0.587
H -0.2801 4.9244 -2.8750 0.463
H -2.4965 4.0559 -3.6066 0.434
H -3.3384 1.8965 -2.5704 0.512
O -2.1297 -5.5386 -4.9200 -0.479
C -2.5330 -4.5336 -4.1103 0.632
O -3.6307 -4.0642 -4.2205 -0.548
C -1.5401 -4.0751 -3.0996 0.650
C -0.1647 -4.1314 -3.3254 -0.832
C 0.7119 -3.6394 -2.3819 -0.963
C 0.2298 -3.0959 -1.1939 0.990
S 1.4033 -2.4530 -0.0646 -0.527
C -1.1379 -3.0895 -0.9401 -0.542
C -2.0139 -3.5483 -1.8988 -0.616
H -1.2403 -5.8422 -4.6971 0.312
H 0.2334 -4.5088 -4.2597 0.339
H 1.7748 -3.6553 -2.5608 0.433
H -1.5127 -2.7016 -0.0071 0.282
H -3.0788 -3.5092 -1.7376 0.463
```

Copy entry 3 word for word.
The following is a DFT calculation (the ωB97M-V functional and the def2-TZVPD basis) of a molecular structure, C29H22BrN3O6ReS.

Calculated values
HOMO level (alpha / beta) = -7.697 / -7.549 eV
Kohn-Sham gap (alpha / beta) = 5.764 / 5.943 eV
Multiplicity = 2
Energy above the lowest of the compared OMol25 structures with the same formula, charge and spin = 0.0 kJ/mol
E = -130194.6511 eV

Geometry as XYZ:
```
63
Properties=species:S:1:pos:R:3:mulliken_charge:R:1
Re 0.6209 -0.3053 0.8031 1.316
O 2.0069 0.5408 -0.4401 -0.830
C 3.1767 0.9632 -0.1576 0.594
C 3.9590 1.5250 -1.2023 -0.377
C 5.1785 2.0906 -0.9710 -0.360
C 5.6987 2.1344 0.3302 -0.702
C 5.0186 1.5350 1.3537 -0.948
C 3.7769 0.8927 1.1518 0.429
C 3.2157 0.1607 2.2266 -0.099
N 2.0739 -0.4648 2.2196 0.358
C 1.7221 -1.2824 3.3808 -0.699
C 0.3959 -2.0220 3.0939 -0.882
N -0.4288 -1.0621 2.3929 0.105
C -1.5016 -0.5881 2.9402 -0.228
C -2.1320 0.6330 2.5690 0.418
C -3.4462 0.9024 2.9801 -0.657
C -4.0268 2.1262 2.7633 -0.797
C -3.2798 3.1525 2.1783 -0.440
C -1.9780 2.9463 1.8140 -0.498
C -1.3594 1.6765 1.9478 0.725
O -0.1392 1.5435 1.5924 -0.894
H 3.5292 1.5161 -2.1909 0.444
H 5.7542 2.4912 -1.7912 0.405
H 6.6323 2.6379 0.5178 0.404
H 5.4309 1.5439 2.3519 0.365
H 3.8317 0.1005 3.1260 0.353
H 1.5926 -0.6364 4.2587 0.393
H 2.5188 -2.0020 3.5952 0.500
H -0.0609 -2.3734 4.0253 0.562
H 0.5875 -2.8733 2.4311 0.230
H -1.9214 -1.1102 3.8032 0.468
H -4.0097 0.1105 3.4515 0.428
H -5.0490 2.3061 3.0532 0.406
H -3.7309 4.1220 2.0219 0.418
H -1.3877 3.7393 1.3832 0.461
Br 1.6630 3.9456 -0.8757 -0.123
C 0.0223 3.2650 -1.5390 -0.039
C -0.6836 4.0053 -2.4775 -0.623
C -1.9162 3.5120 -2.8748 -0.430
C -2.3825 2.3289 -2.3209 -0.867
C -1.5671 1.6647 -1.4125 0.597
N -0.3829 2.1235 -1.0441 0.287
C -2.0130 0.3367 -0.8097 0.112
O -3.1926 0.0429 -0.8315 -0.703
O -1.0723 -0.3853 -0.3502 -0.587
H -0.2801 4.9244 -2.8750 0.463
H -2.4965 4.0559 -3.6066 0.434
H -3.3384 1.8965 -2.5704 0.512
O -2.1297 -5.5386 -4.9200 -0.479
C -2.5330 -4.5336 -4.1103 0.632
O -3.6307 -4.0642 -4.2205 -0.548
C -1.5401 -4.0751 -3.0996 0.650
C -0.1647 -4.1314 -3.3254 -0.832
C 0.7119 -3.6394 -2.3819 -0.963
C 0.2298 -3.0959 -1.1939 0.990
S 1.4033 -2.4530 -0.0646 -0.527
C -1.1379 -3.0895 -0.9401 -0.542
C -2.0139 -3.5483 -1.8988 -0.616
H -1.2403 -5.8422 -4.6971 0.312
H 0.2334 -4.5088 -4.2597 0.339
H 1.7748 -3.6553 -2.5608 0.433
H -1.5127 -2.7016 -0.0071 0.282
H -3.0788 -3.5092 -1.7376 0.463
```

Q: The lowest E belongs to which entry?
A: C29H22BrCoF3N4O2S